Below is a molecular structure, C33H31AgO3PSSi, with properties calculated with the ωB97M-V functional and the def2-TZVPD basis.

Each line ends with the Löwdin charge.
Cartesian coordinates (Å):
Ag 0.932 -0.894 -1.472  0.49
O 4.874 -0.426 -1.077  -0.01
C 4.018 -0.910 -0.336  -0.68
O 3.019 -1.637 -0.634  -0.19
C 4.147 -0.637 1.162  -0.13
C 5.420 -0.562 1.719  -0.03
C 5.592 -0.368 3.081  -0.09
C 4.480 -0.219 3.902  -0.10
C 3.209 -0.254 3.347  -0.11
C 3.025 -0.460 1.979  -0.28
P 1.337 -0.461 1.225  1.09
C 0.599 -1.924 2.055  -0.34
C 0.766 -3.147 1.403  -0.09
C 0.242 -4.311 1.948  -0.09
C -0.467 -4.269 3.142  -0.11
C -0.637 -3.057 3.798  -0.10
C -0.102 -1.894 3.258  -0.10
C 0.515 0.959 2.053  -0.36
C -0.880 1.041 2.067  -0.10
C -1.526 2.214 2.434  -0.09
C -0.792 3.340 2.785  -0.12
C 0.595 3.281 2.753  -0.11
C 1.240 2.107 2.381  -0.11
H 6.270 -0.664 1.057  0.11
H 6.589 -0.332 3.504  0.09
H 4.604 -0.074 4.968  0.09
H 2.344 -0.116 3.986  0.10
H 1.316 -3.173 0.469  0.08
H 0.378 -5.252 1.429  0.10
H -0.888 -5.176 3.558  0.09
H -1.186 -3.015 4.730  0.09
H -0.235 -0.955 3.783  0.09
H -1.471 0.184 1.760  0.09
H -2.609 2.250 2.436  0.10
H -1.296 4.254 3.073  0.09
H 1.181 4.155 3.014  0.10
H 2.322 2.080 2.354  0.10
C -3.709 -4.375 -4.176  -0.12
C -4.124 -4.078 -2.886  -0.11
C -3.489 -3.071 -2.164  -0.13
C -2.423 -2.341 -2.701  -0.35
C -2.021 -2.669 -4.002  -0.13
C -2.656 -3.662 -4.736  -0.11
Si -1.486 -1.036 -1.676  0.57
C -2.176 0.639 -2.297  -0.34
C -1.661 1.242 -3.454  -0.14
C -2.123 2.469 -3.912  -0.12
C -3.108 3.150 -3.204  -0.14
C -3.620 2.590 -2.041  -0.12
C -3.158 1.352 -1.601  -0.12
H -4.196 -5.163 -4.738  0.09
H -4.943 -4.629 -2.439  0.09
H -3.828 -2.847 -1.158  0.08
H -1.183 -2.142 -4.446  0.09
H -2.321 -3.890 -5.741  0.09
H -2.238 -1.144 -0.374  -0.06
H -0.868 0.740 -4.000  0.09
H -1.705 2.903 -4.814  0.10
H -3.469 4.110 -3.554  0.09
H -4.383 3.115 -1.478  0.09
H -3.572 0.927 -0.692  0.08
C -0.173 3.871 -1.196  -0.24
S 1.209 2.988 -1.877  0.82
C 2.491 3.790 -0.941  -0.26
O 1.104 1.612 -1.298  -0.63
H -0.099 4.927 -1.460  0.06
H -0.165 3.721 -0.114  0.05
H -1.069 3.433 -1.634  0.02
H 2.613 4.815 -1.295  0.05
H 3.401 3.217 -1.115  0.06
H 2.221 3.761 0.116  0.04

Relative energy (zero: lowest compared OMol25 entry of this formula, charge and spin) = 0.618 eV
LUMO = 2.3423 eV
F_max = 0.0137 hartree/bohr
Frontier orbital gap = 6.3 eV
2S+1 = 1
Total energy = -72869.60022 eV
Charge = -1
M = 674.6 g/mol

=====

Below is a molecular structure, C33H31AsCuNOPS, with properties calculated with the ωB97M-V functional and the def2-TZVPD basis.

Each line ends with the natural charge from an NBO analysis.
Cartesian coordinates (Å):
Cu -3.459 0.504 2.175  0.62
C -4.087 -0.686 0.749  -0.95
C -5.279 -0.122 0.084  0.01
C -5.185 0.579 -1.129  -0.25
C -6.293 1.138 -1.743  -0.21
C -7.555 1.016 -1.174  -0.29
C -7.675 0.321 0.023  -0.23
C -6.565 -0.232 0.637  -0.20
H -3.299 -0.892 0.021  0.19
H -4.336 -1.626 1.257  0.20
H -4.207 0.680 -1.586  0.19
H -6.170 1.674 -2.678  0.19
H -8.423 1.453 -1.652  0.19
H -8.648 0.213 0.489  0.19
H -6.677 -0.758 1.579  0.19
C 1.396 1.762 0.848  -0.73
C 2.474 0.693 0.762  -0.73
As 4.066 1.343 -0.200  0.89
C 3.164 1.567 -1.919  -0.23
C 2.492 0.518 -2.543  -0.26
C 1.788 0.735 -3.715  -0.19
C 1.746 2.004 -4.278  -0.22
C 2.410 3.054 -3.665  -0.22
C 3.117 2.834 -2.488  -0.26
C 4.899 -0.388 -0.580  -0.33
C 5.804 -0.478 -1.636  -0.21
C 6.437 -1.675 -1.928  -0.21
C 6.182 -2.803 -1.159  -0.22
C 5.291 -2.723 -0.102  -0.23
C 4.651 -1.523 0.186  -0.17
P -0.322 1.201 1.290  0.86
C -0.552 0.064 -0.135  -0.23
C -1.192 0.616 -1.244  -0.23
C -1.364 -0.114 -2.409  -0.22
C -0.913 -1.424 -2.480  -0.22
C -0.276 -1.988 -1.384  -0.21
C -0.092 -1.247 -0.225  -0.25
C 0.003 0.098 2.707  -0.25
C 0.900 0.507 3.694  -0.25
C 1.049 -0.215 4.868  -0.22
C 0.289 -1.354 5.084  -0.21
C -0.625 -1.757 4.125  -0.18
C -0.769 -1.037 2.948  -0.25
H 1.247 2.239 -0.127  0.23
H 1.684 2.566 1.530  0.23
H 2.111 -0.178 0.216  0.22
H 2.773 0.359 1.756  0.23
H 2.505 -0.474 -2.104  0.22
H 1.253 -0.084 -4.178  0.22
H 1.188 2.175 -5.190  0.21
H 2.375 4.048 -4.095  0.21
H 3.631 3.659 -2.007  0.21
H 6.007 0.395 -2.247  0.21
H 7.129 -1.729 -2.760  0.21
H 6.674 -3.740 -1.387  0.21
H 5.082 -3.597 0.502  0.21
H 3.951 -1.487 1.011  0.21
H -1.585 1.625 -1.181  0.22
H -1.873 0.335 -3.253  0.21
H -1.069 -2.006 -3.380  0.21
H 0.075 -3.012 -1.426  0.21
H 0.409 -1.702 0.620  0.22
H 1.482 1.413 3.558  0.20
H 1.747 0.126 5.622  0.20
H 0.385 -1.904 6.012  0.21
H -1.259 -2.616 4.301  0.21
H -1.522 -1.341 2.230  0.23
O -2.851 0.239 5.799  -0.99
S -2.754 1.519 5.076  1.30
N -2.991 1.638 3.630  -1.16

LUMO = 2.3760 eV
F_max = 0.0049 hartree/bohr
Frontier orbital gap = 6.4 eV
2S+1 = 1
Total energy = -163865.08097 eV
Charge = -1
M = 659.1 g/mol